[1]
ORCA calculation (ωB97M-V with the def2-TZVPD basis set) on a molecular structure, C51H66AsBrHfN5O3SSbSi3.

Its lowest unoccupied orbital energy (alpha / beta) is -2.04 / -3.17 eV. As for the multiplicity: 2. Its net charge is +1. The value obtained for the HOMO energy (alpha / beta) is -10.16 / -10.17 eV. The energy relative to the best compared isomer or geometry (same formula, charge and spin) comes out at 106.17 kJ/mol. The total energy is -8847.15967 Eh.

Each line ends with the Löwdin charge.
Cartesian coordinates (Å):
N -1.59 0.18 -3.10  -0.17
H 3.29 -3.78 -4.32  0.03
C -4.09 4.12 -0.71  -0.10
S -2.90 -0.06 -0.83  0.65
C -3.98 4.52 -3.09  -0.08
C 0.81 5.97 1.15  -0.08
H -4.43 -2.19 3.63  0.09
H 2.10 -5.78 0.00  0.02
C 0.21 4.74 0.93  -0.11
C 0.94 -5.22 -3.25  -0.22
H 0.41 -4.11 2.05  0.02
C 1.41 -0.56 4.46  -0.07
C -2.81 0.16 -2.52  -0.63
C -2.99 2.63 3.46  -0.13
H 0.56 7.94 1.96  0.11
C 4.24 4.79 -2.76  -0.07
H -4.76 1.83 0.69  0.08
C 2.78 2.65 -1.68  -0.09
H 1.22 -4.67 -4.15  0.02
H -3.68 2.39 5.48  0.11
C 4.40 -0.86 -2.03  -0.20
H 5.35 -2.96 4.97  0.11
H 1.99 0.67 -1.81  0.08
H -1.80 -5.58 -0.82  0.02
C -2.45 0.52 -5.26  -0.04
H 4.28 -2.73 2.35  0.01
H -0.35 0.37 -4.71  0.13
H -2.84 5.36 2.30  0.10
C 2.92 4.59 -3.12  -0.01
Sb 1.17 -2.31 -0.98  0.92
C 3.57 -1.81 4.68  -0.05
H -2.28 0.66 -6.32  0.12
C -4.53 1.98 1.73  -0.13
H 4.88 -2.84 0.69  0.03
H 4.82 -3.16 -3.70  0.04
H 3.60 -5.10 -0.67  0.01
C -1.21 6.76 2.20  -0.08
C -2.86 3.47 -0.76  -0.37
H -5.88 1.50 4.80  0.10
C -5.45 1.62 2.70  -0.08
H -1.76 7.55 2.69  0.11
C -3.92 2.27 4.43  -0.08
C 2.98 -5.17 0.23  -0.21
H -4.42 4.92 -3.99  0.10
H 3.93 -1.43 1.18  0.01
As -1.90 2.84 0.82  1.29
H 4.45 -4.19 6.91  0.11
N 2.65 1.02 0.15  0.00
C 1.71 0.12 3.38  -0.04
C 2.03 0.83 2.32  -0.15
C 0.10 6.98 1.78  -0.08
H -1.20 2.92 -2.01  0.07
H 1.35 -1.49 -4.56  0.02
C -2.18 3.38 -1.97  -0.13
Si -0.14 -4.25 -2.07  0.32
H 4.91 -1.38 -1.22  0.02
H -4.29 -3.94 3.33  0.09
C -2.74 3.90 -3.13  -0.09
H 0.42 -0.41 4.87  0.11
C 4.04 -2.51 1.30  -0.21
C 1.35 -3.62 2.32  -0.21
H -5.61 5.13 -1.83  0.11
C 1.99 1.51 -1.09  -0.42
C -3.12 -2.95 0.78  -0.37
C -3.75 0.48 -4.72  -0.04
C 2.22 -0.94 -4.18  -0.22
C -1.46 -3.44 -3.11  -0.23
C -3.90 -2.96 3.05  -0.05
H -5.89 -1.65 1.79  0.08
H 1.83 6.14 0.83  0.10
N 1.79 0.42 1.01  -0.10
H 4.64 2.17 -0.70  0.11
Si 2.49 -3.48 0.86  0.31
Br -1.23 -0.58 2.10  0.17
H 4.10 0.12 -1.66  -0.01
N -4.09 -2.68 1.63  -0.20
C 2.56 -3.18 6.87  -0.07
H 1.83 -4.20 3.11  0.04
H 2.43 5.26 -3.83  0.12
O 0.92 3.27 -3.04  0.05
H 2.55 1.78 2.44  0.13
C 4.13 2.86 -1.36  -0.04
H 3.85 -4.26 -2.72  0.01
H -4.61 0.60 -5.36  0.12
H 4.78 5.63 -3.18  0.11
H 2.17 -3.72 7.72  0.11
Si 3.00 -1.87 -2.75  0.33
H 3.56 -5.69 0.99  0.04
H -2.85 -2.91 3.29  0.06
C -4.65 4.63 -1.88  -0.07
C 2.28 -1.54 5.13  -0.23
H 0.65 3.99 -3.61  0.11
H -4.90 0.30 -2.92  0.12
C -1.39 0.36 -4.42  -0.01
C 4.85 3.91 -1.89  -0.08
H -2.21 3.82 -4.07  0.10
C 2.20 3.52 -2.61  -0.25
C -5.43 -2.39 1.13  -0.04
H 5.13 -0.70 -2.83  0.05
H 1.85 -5.62 -2.80  0.02
H 0.33 -6.07 -3.56  0.04
H 0.78 -2.02 6.58  0.11
H -5.35 -1.96 0.14  0.08
H -0.28 -6.48 -1.05  0.03
H -0.43 -5.25 0.22  0.00
H 3.96 -1.26 3.83  0.10
C 3.84 -3.45 6.41  -0.08
H -2.03 3.02 3.77  0.11
H -6.06 -3.28 1.10  0.09
H -4.62 4.24 0.23  0.10
C -0.71 -5.50 -0.80  -0.24
H -6.42 1.22 2.40  0.10
H -2.16 -2.85 -2.51  0.00
Hf -0.36 0.22 -0.22  0.97
H 2.96 -0.87 -4.99  0.04
C 1.78 -2.23 6.23  -0.04
C 4.35 -2.76 5.32  -0.08
H -1.00 -2.78 -3.85  0.02
C -3.92 0.31 -3.37  -0.06
H 1.09 -2.63 2.72  -0.01
C -1.11 4.52 1.33  -0.37
H 1.90 0.07 -3.92  0.01
H 3.21 1.75 0.58  0.11
C -1.82 5.53 1.97  -0.10
O -0.51 -0.02 -2.35  -0.37
H -2.02 -4.20 -3.65  0.04
H 5.89 4.04 -1.62  0.11
C -3.29 2.49 2.11  -0.42
C 3.79 -3.43 -3.43  -0.21
C -5.15 1.77 4.05  -0.08
H 0.75 3.95 0.42  0.08
N -2.24 -3.12 0.05  0.15
O 0.69 1.87 -0.76  -0.38

[2]
ORCA calculation (ωB97M-V with the def2-TZVPD basis set) on 8 unconnected molecules or ions with the total composition C51H67BBr2ClN2O26P.

Its lowest unoccupied orbital energy is -1.30 eV. As for the multiplicity: 1. Its net charge is 0. The value obtained for the HOMO energy is -9.11 eV. As for the SMILES: CB(O)C1=C(C)C(=O)c2c(c(CCCCl)c(P(=N)(O)O)c([C@@H](Br)[C@@H](C)Br)c2-c2ccccn2)C1=O.C[C@@H]1COC(=O)O1.C[C@@H]1COC(=O)O1.C[C@@H]1COC(=O)O1.C[C@@H]1COC(=O)O1.C[C@@H]1COC(=O)O1.C[C@@H]1COC(=O)O1.C[C@@H]1COC(=O)O1. The total energy is -10023.87913 Eh.

Each line ends with the Löwdin charge.
Cartesian coordinates (Å):
C 1.74 -3.91 -7.33  -0.02
H 0.51 3.68 -0.27  0.11
O -5.12 2.93 15.90  0.16
C -2.37 -1.29 4.12  -0.02
P 6.83 -1.41 -0.82  0.63
H -0.98 3.23 -6.12  0.15
C 0.72 -3.12 -2.85  0.03
C 3.09 -2.01 -2.63  0.00
H 0.33 9.60 -10.40  0.14
H 1.15 -3.06 -6.98  0.09
H -8.19 -0.49 15.02  0.09
O 6.54 -2.42 0.49  -0.18
O 0.24 -2.88 0.66  0.15
H 2.83 -4.51 -9.08  0.16
C 0.98 4.05 -2.40  -0.05
H 0.46 -6.61 -2.71  0.08
C 2.25 -3.21 -3.17  -0.25
C -5.21 2.07 11.92  -0.01
C 5.63 -3.96 -3.53  -0.26
H -5.47 -5.27 9.03  0.09
H -2.03 2.60 -8.38  0.09
H -2.00 -2.31 -3.32  0.10
C 0.02 3.02 -6.49  -0.09
C -0.33 7.63 -11.06  -0.33
C -6.07 -0.28 15.36  -0.34
H 5.16 -4.89 -3.94  0.10
B -0.12 -4.47 -2.55  -0.42
H 6.13 1.51 0.95  0.08
C -1.51 -1.04 2.90  -0.32
C -1.39 -1.64 -2.66  -0.01
H 0.61 -5.74 -4.29  0.05
O 2.69 -4.13 -3.81  0.09
H 1.06 -4.76 -7.41  0.09
C -7.26 -1.01 14.79  -0.01
H -4.87 2.19 12.95  0.08
O -4.99 -2.48 11.14  0.14
O -1.27 8.07 -12.05  0.08
H -1.22 1.06 -8.03  0.09
O 0.82 4.20 -6.35  0.01
Br 5.33 3.18 -2.32  0.78
O 0.64 9.20 -12.40  0.06
H 1.65 8.45 -10.74  0.14
H 2.50 -4.14 -6.58  0.08
H 1.59 4.29 -4.58  0.09
C 2.37 -3.61 -8.67  -0.34
C 3.35 -2.47 -8.64  -0.11
H 0.14 6.71 -11.43  0.16
C 2.06 -2.29 -10.46  -0.55
C 4.44 -2.15 -2.07  -0.10
O -0.71 -2.19 2.59  0.11
O 1.10 6.00 -7.69  0.15
C 0.08 2.79 -7.97  -0.33
C 5.41 1.58 -1.12  -0.60
H -4.04 -4.65 9.88  0.10
H -4.99 2.98 11.37  0.10
C -0.59 8.88 -12.90  -0.55
H -2.58 0.18 1.48  0.14
C 2.43 2.45 -3.53  -0.07
O 0.13 4.12 -8.48  0.09
H 1.01 2.28 -8.26  0.16
C -4.54 0.87 11.28  -0.33
H -0.26 7.15 -8.96  0.06
H 4.42 4.04 0.32  0.06
O -6.07 1.10 14.97  0.07
N 7.68 -2.13 -1.95  -0.16
C -3.22 -2.93 7.84  -0.08
Cl 6.46 -3.31 -6.05  0.49
C 0.65 8.77 -11.04  -0.10
H -7.07 -0.03 17.28  0.14
H -2.20 -3.24 8.09  0.15
H 7.88 -3.10 -1.67  -0.01
O -3.28 -2.43 6.50  0.03
H -7.32 -2.03 15.19  0.09
H -1.67 6.51 -9.81  0.09
C 4.59 0.36 -1.62  -0.18
H -4.29 1.21 9.16  0.15
H 0.45 2.20 -5.92  0.13
C 4.98 -3.62 -2.09  -0.13
H 2.99 2.05 -4.41  0.12
C -1.11 2.03 -8.52  -0.02
Br 3.68 1.08 1.29  0.70
C 5.55 -2.77 -4.54  -0.54
C 5.20 -0.99 -1.54  -0.12
C 2.47 -0.69 -2.65  0.02
H -1.60 8.22 -9.42  0.09
O 1.60 -1.87 -11.47  0.16
O 0.54 0.28 -3.86  0.11
C -4.18 -4.08 7.80  -0.32
C 1.08 3.31 -1.16  -0.12
O 1.40 -3.13 -9.61  0.08
H -1.61 -0.57 -2.94  0.08
H 0.34 4.97 -2.39  0.10
C 0.72 4.89 -7.52  -0.53
C -4.53 -2.74 6.04  -0.54
C 2.42 1.81 -2.24  -0.32
C -0.02 -5.83 -3.37  -0.01
C 5.23 1.93 0.42  -0.71
H -3.18 -1.49 1.57  0.15
H 5.41 3.57 1.83  0.08
N 1.82 2.16 -1.09  0.08
H -3.52 -2.13 8.52  0.11
H -1.66 -1.79 -1.59  0.07
C -2.29 -0.85 1.64  -0.08
H -7.19 -1.07 13.70  0.08
O -1.01 -4.43 -1.47  0.11
C 3.22 0.46 -2.17  -0.05
H -3.71 -4.97 7.37  0.16
H 4.49 -2.61 -4.89  0.06
C 1.02 -0.62 -3.20  -0.24
O -1.35 -1.28 0.64  0.05
H 3.05 -1.65 -7.97  0.14
C -4.91 0.65 9.85  -0.09
H -3.45 0.95 11.40  0.16
H 8.65 -0.27 -0.57  0.09
O -4.71 -0.76 9.70  0.04
H 6.28 3.88 0.31  0.07
H -5.14 -0.73 14.99  0.16
H 4.17 -4.37 -1.94  0.12
H 4.36 -2.79 -8.38  0.12
H -2.93 -2.21 4.02  0.08
H 6.72 -4.20 -3.38  0.09
H 7.10 -3.20 0.34  0.07
H -1.00 1.87 -9.59  0.09
C 0.14 -1.88 -2.89  -0.09
H -5.41 -3.59 9.51  0.06
O -1.01 9.27 -13.94  0.16
H 6.04 -1.84 -4.20  0.07
H 5.78 -3.82 -1.35  0.07
H -5.96 0.87 9.64  0.15
C -0.53 -2.18 1.24  -0.52
H -5.60 -1.04 17.33  0.14
O -4.96 -0.35 11.89  0.08
C -5.46 1.79 15.97  -0.55
H -3.06 -0.46 4.28  0.10
C -4.81 -4.41 9.14  -0.02
H -1.74 -1.39 5.01  0.09
O -5.30 1.01 17.08  0.07
H -0.83 -0.20 3.08  0.16
C 5.30 3.49 0.72  -0.20
H -0.62 -3.76 -0.86  0.06
C -1.00 7.37 -9.73  -0.02
H -1.05 -6.23 -3.60  0.08
H 6.49 1.31 -1.25  0.06
C 1.65 3.70 -3.65  -0.02
O -5.00 -2.31 5.03  0.15
H -6.29 1.93 11.95  0.10
O 3.30 -1.99 -9.98  0.06
O -5.16 -3.60 6.87  0.10
O 7.74 -0.19 -0.23  -0.18
C -4.89 -1.31 10.93  -0.53
C -6.07 -0.18 16.86  -0.10